(1)
Density functional theory data (wB97M-V/def2-TZVPD) for the ion C4H11N2OS with charge +1 in a non-equilibrium geometry.

## Properties
Lowest unoccupied orbital energy = -3.34 eV
HOMO energy = -13.541 eV
Total charge = +1
Energy relative to the best compared isomer or geometry (same formula, charge and spin) = 1.190 eV
Structure (SMILES) = CNC(=O)[C@H]([NH3+])CS
Gap between HOMO and LUMO = 10.20 eV

Element x y z (Å)
C (0.41396, -0.32164, 2.84513)
N (-0.15292, -1.35921, 1.92057)
C (-0.32401, -1.20758, 0.60028)
O (-0.41755, -2.14017, -0.17705)
C (-0.45454, 0.23320, 0.04128)
N (-1.55134, 0.10452, -1.05311)
C (0.91892, 0.72582, -0.40706)
S (0.74551, 1.81633, -1.79299)
H (1.44837, -0.23820, 2.52508)
H (0.40642, -0.68985, 3.89039)
H (-0.06445, 0.63927, 2.70138)
H (-0.12928, -2.34000, 2.23998)
H (-0.99309, 0.84545, 0.76376)
H (-2.50658, 0.42726, -0.80107)
H (-1.73937, -0.89998, -1.19251)
H (-1.36454, 0.49149, -1.96962)
H (1.68534, -0.02332, -0.43187)
H (1.23853, 1.31577, 0.55588)
H (1.71369, 1.35926, -2.58849)

***

(2)
Density functional theory data (wB97M-V/def2-TZVPD) for the ion C4H11N2OS with charge +1 in a non-equilibrium geometry.

## Properties
Lowest unoccupied orbital energy = -4.22 eV
HOMO energy = -13.937 eV
Total charge = +1
Energy relative to the best compared isomer or geometry (same formula, charge and spin) = 4.159 eV
Gap between HOMO and LUMO = 9.72 eV

Element x y z (Å)
C (-0.39458, 0.19503, 0.01808)
C (1.76428, -0.87575, 1.01509)
C (-1.49316, 2.38403, -0.04463)
C (-1.04244, -2.33860, -0.58628)
N (1.19043, -0.30481, -0.27292)
N (-0.41077, 1.50159, 0.09358)
O (1.81370, 0.87401, -0.70796)
S (-1.65462, -0.90879, 0.36393)
H (1.89443, -0.00856, 1.63325)
H (1.03780, -1.68050, 1.37077)
H (2.74174, -1.29818, 0.87025)
H (-2.45861, 1.87688, 0.28788)
H (-1.57985, 2.75004, -1.08249)
H (-1.39345, 3.22778, 0.49305)
H (-1.27779, -2.14409, -1.62089)
H (-1.57252, -3.26493, -0.25958)
H (-0.02039, -2.50537, -0.21079)
H (0.51166, 1.97948, 0.01822)
H (2.34410, 0.54077, -1.37856)

***

- gap between HOMO and LUMO of number 1 (C4H11N2OS)?
  10.20 eV